No. 1
DFT (wB97M-V/def2-TZVPD) results for a cluster of 2 separate species, CH2S3 in total at a distorted geometry.

The multiplicity is 1. The energy above the lowest of the compared OMol25 structures with the same formula, charge and spin comes out at 2.364 eV.

Cartesian coordinates (Å):
1 C 1.36815 0.47200 -0.01629
2 S 2.87883 0.68932 0.25720
3 S -1.76568 -0.47386 -0.50810
4 S -0.21711 -1.40953 0.44371
5 H 0.48831 0.84436 -0.54506
6 H -2.75251 -0.12230 0.36854

No. 2
DFT (wB97M-V/def2-TZVPD) results for the molecule CH2S3.

The multiplicity is 1. The energy above the lowest of the compared OMol25 structures with the same formula, charge and spin comes out at 0.215 eV.

Cartesian coordinates (Å):
1 S -0.15261 1.73286 -0.00041
2 C -0.00811 0.11347 -0.00307
3 S 1.51083 -0.77334 0.00034
4 S -1.35428 -1.01940 -0.00093
5 H 2.27564 0.32355 0.01082
6 H -2.29008 -0.04619 0.02356

No. 3
DFT (wB97M-V/def2-TZVPD) results for the molecule CH2S3 at a distorted geometry.

The multiplicity is 3. The energy above the lowest of the compared OMol25 structures with the same formula, charge and spin comes out at 0.000 eV.

Cartesian coordinates (Å):
1 C -0.07258 0.39896 -0.16307
2 S 0.58539 2.01724 -0.30636
3 S -1.84253 0.39588 -1.03613
4 S -2.00902 2.29460 -1.59681
5 H 0.44332 -0.40965 -0.67899
6 H -0.34009 0.32856 0.90026

No. 4
DFT (wB97M-V/def2-TZVPD) results for the molecule CH2S4 at a distorted geometry.

The multiplicity is 1. The energy above the lowest of the compared OMol25 structures with the same formula, charge and spin comes out at 0.467 eV.

Cartesian coordinates (Å):
1 S 0.31268 -1.72433 -0.05975
2 C -0.11170 0.12414 -0.18588
3 S 1.30780 1.16253 -0.58941
4 S -1.43508 0.89997 0.87793
5 S -1.53241 0.45632 -1.14239
6 H -0.74171 -2.03941 0.71797
7 H 2.20041 1.12077 0.38153

No. 5
DFT (wB97M-V/def2-TZVPD) results for a structure of composition CH33HfO19 at a distorted geometry.

The multiplicity is 1. Its charge is +3. Its total energy is -1534.58441 hartree.

Cartesian coordinates (Å):
1 Hf -1.94003 -0.00311 1.87262
2 C -0.04632 -0.12262 0.15754
3 O -1.12336 -0.60941 -0.02781
4 O 0.93103 0.26218 -0.74074
5 O -0.03985 0.28686 1.33906
6 H 0.67592 0.07519 -1.62656
7 O -1.21728 2.02936 -2.37755
8 H -1.30929 2.78873 -2.97941
9 H -0.28875 1.84175 -2.57076
10 O 0.04141 3.48425 0.05363
11 H 0.80649 3.03472 0.31847
12 H 0.23610 4.07757 -0.67781
13 O -0.65912 2.58701 3.11076
14 H -0.05559 2.53239 3.87670
15 H -0.11460 3.00648 2.43645
16 O 3.19479 -1.30612 0.67080
17 H 2.69907 -1.93575 0.12914
18 H 4.14550 -1.56886 0.64546
19 O -0.51980 -3.92156 -0.34233
20 H -0.60031 -4.50287 0.43726
21 H -1.32248 -3.46577 -0.42102
22 O 3.74537 0.14285 -1.71360
23 H 3.55521 1.06261 -1.61162
24 H 3.44369 -0.30904 -0.89387
25 O -3.62464 -0.38574 0.66185
26 H -3.63685 -0.30273 -0.31776
27 H -4.53966 -0.63269 0.95794
28 O 0.56001 -0.81940 -3.11007
29 H 0.98488 -1.27128 -3.79444
30 H -0.25774 -0.42330 -3.41832
31 O 1.05554 -2.05775 2.44695
32 H 1.94614 -2.18296 2.23249
33 H 0.88042 -2.44527 3.29507
34 O -2.05033 1.85232 0.64379
35 H -1.30453 2.41085 0.43644
36 H -2.83890 2.17645 0.21767
37 O 1.21517 1.85221 -3.52207
38 H 1.31830 1.33311 -4.34423
39 H 1.85791 1.62804 -2.88734
40 O -3.25881 0.09763 -1.96230
41 H -2.72107 0.84277 -2.13121
42 H -3.86137 0.00134 -2.65887
43 O -0.95228 -0.21900 3.74023
44 H -1.44593 -0.67098 4.49152
45 H -0.10607 0.07943 4.04413
46 O 1.68051 -2.54821 -1.06343
47 H 1.31892 -1.87632 -1.59016
48 H 0.88473 -3.02472 -0.89317
49 O 3.05570 1.52430 1.14259
50 H 2.33023 0.92998 0.97636
51 H 2.72041 2.24737 1.70743
52 O -1.81658 -2.12965 1.85144
53 H -2.55381 -2.76385 1.99230
54 H -1.07807 -2.68882 1.79034

No. 6
DFT (wB97M-V/def2-TZVPD) results for a structure of composition CH34O20Y at a distorted geometry.

The multiplicity is 1. Its charge is +1. Its total energy is -1601.60072 hartree.

Cartesian coordinates (Å):
1 Y 0.13017 1.64835 -1.78274
2 C -0.10322 -0.16302 0.17986
3 O 0.48898 1.02083 0.24756
4 O -0.41768 -0.39577 -1.02106
5 O -0.61754 -0.56700 1.25840
6 O 0.53407 0.32844 -3.67369
7 H 1.39027 0.32092 -4.14522
8 H -0.07820 -0.33810 -3.95559
9 O 0.72165 -0.98084 3.44189
10 H 1.18656 -0.20966 3.77482
11 H 0.22892 -0.74567 2.60975
12 O -1.26082 3.08868 -0.54291
13 H -0.86173 3.59266 0.18403
14 H -2.17499 3.39885 -0.72705
15 O 1.80174 3.15054 2.33698
16 H 1.01918 2.70095 2.63269
17 H 2.19770 2.61008 1.62864
18 O 2.78282 0.53839 1.47706
19 H 1.91116 0.56042 1.15191
20 H 3.18304 0.74227 0.67533
21 O 2.39572 1.11503 -1.84177
22 H 2.43012 0.17908 -2.06713
23 H 3.15508 1.53086 -2.23422
24 O 1.93620 -2.42127 0.99105
25 H 1.62543 -3.08154 1.56742
26 H 1.71960 -1.64345 1.50135
27 O -2.10970 1.20098 -2.47970
28 H -2.70840 1.15694 -1.76761
29 H -2.60744 1.02919 -3.28821
30 O 1.43007 3.52803 -1.07408
31 H 0.99549 4.41142 -1.09895
32 H 2.34465 3.78432 -0.88505
33 O 0.41840 -2.80459 -1.33125
34 H 0.16713 -1.95862 -1.02270
35 H 0.62021 -3.16981 -0.49272
36 O -2.47747 -1.97727 -1.90408
37 H -1.78963 -1.58397 -1.36895
38 H -2.80749 -2.71224 -1.33846
39 O -1.39389 -3.01421 1.51326
40 H -1.18592 -2.08081 1.37422
41 H -1.73864 -3.16982 2.41037
42 O -0.78289 -1.91106 -4.08183
43 H -1.30740 -1.66446 -4.84937
44 H -1.34528 -2.03099 -3.34988
45 O -0.89680 1.75261 2.80523
46 H -0.66850 1.14494 2.12321
47 H -1.59757 2.30408 2.43966
48 O -1.61021 -0.81690 4.72651
49 H -2.13137 -0.02323 4.61593
50 H -0.85157 -0.82138 4.12564
51 O 2.62233 -1.59076 -1.94964
52 H 1.74021 -1.93472 -1.88313
53 H 2.98196 -1.74784 -1.11314
54 O -3.15565 -0.19801 1.64613
55 H -2.18558 -0.21109 1.52752
56 H -3.29335 -0.87077 2.30371

No. 7
DFT (wB97M-V/def2-TZVPD) results for a cluster of 18 separate species, CH38O17 in total at a distorted geometry.

The multiplicity is 1. The energy above the lowest of the compared OMol25 structures with the same formula, charge and spin comes out at 0.000 eV.

Cartesian coordinates (Å):
1 C -2.26926 -2.67395 0.34036
2 H -1.16947 -2.34964 0.39913
3 H -2.82695 -2.23762 -0.48948
4 H -2.64206 -2.33204 1.41986
5 H -2.23963 -3.72803 0.19967
6 H -2.31159 2.69765 -2.74399
7 H -2.02779 2.81809 -1.33655
8 O -1.88145 3.31221 -2.07894
9 H 2.08104 -3.90200 1.38403
10 H 1.22044 -2.77863 1.67090
11 O 1.20615 -3.63662 1.49790
12 H -3.14976 0.26680 -0.14410
13 H -4.37182 -0.32710 0.24562
14 O -3.58733 -0.15426 0.58143
15 H -0.75970 0.39033 0.26411
16 H -0.12083 1.60335 1.02140
17 O -0.91223 1.38373 0.50709
18 H 2.05259 1.84777 -0.34384
19 H 2.30111 1.50862 1.05328
20 O 2.61304 1.23396 0.21263
21 H 1.52714 -0.72120 2.23901
22 H -0.04021 -1.04909 2.68023
23 O 0.65285 -1.17314 2.08610
24 H 0.21169 -0.83531 -2.25990
25 H -0.14386 -0.34283 -3.69582
26 O -0.19068 -0.06101 -2.79944
27 H 0.94177 3.98850 -1.23556
28 H -0.38299 4.32274 -0.66196
29 O 0.54375 4.44896 -0.48510
30 H 0.57463 3.94023 1.15361
31 H -0.37452 3.03445 1.96670
32 O 0.50815 3.42701 2.01277
33 H 3.78967 -1.10062 0.02839
34 H 2.45934 -0.49392 0.63577
35 O 2.87717 -1.28014 0.36058
36 H 2.46329 -0.95555 -1.98258
37 H 3.59560 0.05117 -1.65045
38 O 3.07811 -0.34819 -2.40722
39 H 1.56086 2.21071 3.02033
40 H 1.37705 1.02699 4.11373
41 O 1.72869 1.32201 3.32614
42 H 1.16976 -2.85451 -1.43572
43 H 1.49623 -1.66962 -0.48908
44 O 1.12384 -1.86382 -1.34829
45 H -1.82196 0.49748 -2.45661
46 H -3.41897 0.44149 -2.52731
47 O -2.61769 0.76536 -2.02685
48 H -2.59397 -0.74633 2.52313
49 H -2.09320 0.56320 2.18307
50 O -1.98557 -0.13065 2.82326
51 H -0.80848 -4.64713 -0.56885
52 H 0.29964 -4.13417 0.23274
53 O 0.09103 -4.28286 -0.73687
54 H 1.78599 1.81049 -2.46534
55 H 0.31198 1.67421 -1.98822
56 O 1.09939 2.22244 -1.82491

No. 8
DFT (wB97M-V/def2-TZVPD) results for a structure of composition CH3AsAuF6N2O2.

The multiplicity is 2. The energy above the lowest of the compared OMol25 structures with the same formula, charge and spin comes out at 0.000 eV.

Cartesian coordinates (Å):
1 Au -1.01417 -1.11796 -1.18704
2 N 0.98544 1.24824 -0.60905
3 N 0.16184 1.93247 -1.35421
4 C -0.59938 1.40214 -2.53808
5 O -1.15701 2.27277 -3.14035
6 O -0.48298 0.15150 -2.71654
7 H 1.19835 1.59308 0.31855
8 H 1.01645 0.23945 -0.74470
9 H 0.04551 2.91876 -1.15693
10 F -1.15327 -2.15125 0.65001
11 As 0.01049 -1.52134 1.95479
12 F 1.19334 -1.34651 0.66347
13 F -0.54431 0.07796 1.51919
14 F 1.10697 -0.88516 3.09735
15 F -1.26859 -1.67627 3.06858
16 F 0.50130 -3.13788 2.17495

No. 9
DFT (wB97M-V/def2-TZVPD) results for a cluster of 2 separate species, CH3Br2ClSi in total at a distorted geometry.

The multiplicity is 1. The energy above the lowest of the compared OMol25 structures with the same formula, charge and spin comes out at 4.443 eV.

Cartesian coordinates (Å):
1 C -0.04540 -0.63439 -1.08332
2 Si -1.33711 -0.06831 0.15934
3 Cl 0.81795 -2.09001 -0.53427
4 Br -3.16694 -1.47894 0.11646
5 Br -2.11892 1.93221 -0.32772
6 H 0.84653 0.02584 -1.16486
7 H -0.64536 -0.72001 -2.06763
8 H -0.13509 -0.65033 2.07890

No. 10
DFT (wB97M-V/def2-TZVPD) results for a cluster of 2 separate species, CH3Br2IOSi in total at a distorted geometry.

The multiplicity is 1. The energy above the lowest of the compared OMol25 structures with the same formula, charge and spin comes out at 4.231 eV.

Cartesian coordinates (Å):
1 C -0.97400 0.10786 0.05660
2 O 0.29887 0.18212 0.47604
3 Si 1.73412 0.40341 -0.11467
4 Br 1.72450 1.81877 -1.84577
5 Br -2.11131 -3.28532 0.33504
6 I 3.35457 0.85061 1.60810
7 H -1.67326 0.80211 0.55911
8 H -1.37187 -0.99644 -0.00483
9 H -0.98161 0.11687 -1.06961